[1]
{
  "formula": "C32H21F7N5O9SW",
  "method": "wB97M-V/def2-TZVPD",
  "symbols": ["W", "O", "C", "C", "N", "C", "C", "O", "O", "C", "C", "O", "O", "H", "H", "H", "H", "H", "H", "H", "H", "H", "F", "C", "C", "C", "C", "C", "F", "C", "C", "C", "C", "C", "C", "N", "H", "H", "H", "H", "H", "H", "F", "C", "C", "F", "C", "F", "C", "O", "C", "F", "C", "F", "O", "S", "O", "O", "C", "N", "C", "C", "C", "N", "C", "C", "C", "N", "C", "C", "H", "H", "H", "H", "H", "H"],
  "coordinates": [[1.098, -0.277, 1.036], [1.494, -1.300, 3.126], [1.523, -0.422, 4.261], [2.390, 0.795, 3.956], [2.481, 1.066, 2.485], [2.131, 2.456, 2.152], [1.855, 2.540, 0.667], [1.733, 3.558, 0.070], [1.724, 1.317, 0.079], [3.863, 0.787, 2.014], [3.931, -0.703, 1.750], [4.760, -1.458, 2.142], [2.857, -1.068, 1.017], [2.229, -1.932, 3.145], [1.905, -0.961, 5.126], [0.494, -0.147, 4.461], [3.397, 0.632, 4.335], [1.984, 1.666, 4.466], [2.922, 3.157, 2.424], [1.225, 2.744, 2.682], [4.612, 1.094, 2.741], [4.048, 1.305, 1.072], [-1.614, -4.557, 2.935], [-0.889, -4.071, 1.927], [-0.510, -2.746, 1.964], [0.238, -2.218, 0.916], [0.589, -3.032, -0.170], [0.205, -4.370, -0.142], [0.539, -5.189, -1.141], [-0.531, -4.911, 0.891], [1.226, -2.339, -1.297], [1.398, -2.876, -2.561], [1.801, -2.064, -3.609], [2.083, -0.736, -3.346], [1.928, -0.265, -2.063], [1.488, -1.030, -1.051], [-0.814, -2.163, 2.821], [-0.825, -5.951, 0.879], [1.156, -3.909, -2.738], [1.866, -2.452, -4.615], [2.358, -0.063, -4.141], [2.113, 0.773, -1.849], [-5.029, 1.961, 4.240], [-3.873, 1.572, 3.744], [-3.818, 0.560, 2.801], [-4.926, -0.030, 2.390], [-2.602, 0.147, 2.279], [-2.625, -0.848, 1.404], [-1.404, 0.740, 2.684], [-0.161, 0.405, 2.247], [-1.493, 1.746, 3.644], [-0.361, 2.327, 4.071], [-2.695, 2.166, 4.171], [-2.720, 3.127, 5.079], [-0.672, -1.676, -5.238], [-0.015, -0.908, -6.288], [1.028, -0.035, -5.770], [-1.368, 0.530, -6.921], [-1.918, 1.283, -6.054], [-2.600, 2.390, -6.459], [-3.115, 3.164, -5.531], [-2.994, 2.931, -4.154], [-2.313, 1.770, -3.843], [-1.799, 0.965, -4.753], [-1.984, 1.274, -2.491], [-1.789, -0.100, -2.340], [-1.157, -0.571, -1.228], [-0.661, 0.240, -0.269], [-1.019, 1.538, -0.330], [-1.699, 2.085, -1.393], [-3.661, 4.033, -5.887], [-3.426, 3.592, -3.417], [-2.030, -0.770, -3.156], [-0.977, -1.625, -1.116], [-0.699, 2.183, 0.476], [-1.884, 3.150, -1.411]],
  "forces_ev_per_a": [[-0.020, 0.054, -0.067], [-0.024, 0.134, 0.018], [-0.034, 0.022, 0.080], [-0.020, -0.044, 0.033], [0.150, 0.008, 0.031], [-0.044, 0.013, -0.012], [0.049, 0.218, 0.044], [0.019, -0.118, -0.064], [-0.410, -0.027, 0.130], [0.012, -0.142, -0.059], [0.032, 0.261, 0.110], [-0.051, -0.098, -0.022], [0.319, -0.143, -0.137], [-0.050, -0.070, -0.078], [-0.002, -0.034, -0.022], [-0.006, -0.010, 0.017], [0.008, 0.012, -0.021], [0.030, 0.001, -0.033], [0.009, -0.006, -0.020], [0.029, -0.004, -0.028], [-0.017, 0.017, 0.010], [-0.031, 0.001, 0.002], [-0.017, -0.013, 0.010], [0.034, -0.066, -0.093], [-0.052, 0.163, 0.091], [0.031, -0.348, -0.106], [0.097, 0.190, -0.070], [-0.027, -0.022, 0.018], [0.032, -0.014, -0.016], [-0.035, 0.018, 0.051], [0.089, -0.099, 0.092], [-0.010, -0.037, -0.057], [0.033, 0.050, 0.173], [0.152, -0.078, 0.057], [0.000, 0.197, 0.059], [0.040, -0.295, 0.147], [0.005, 0.001, 0.005], [0.013, -0.003, -0.010], [0.006, -0.007, 0.004], [0.036, -0.011, 0.050], [0.048, 0.020, 0.076], [0.004, -0.003, 0.007], [-0.037, 0.006, 0.008], [0.036, -0.019, -0.021], [0.005, 0.053, 0.042], [-0.022, 0.006, 0.015], [0.214, -0.045, -0.057], [0.080, -0.083, -0.134], [-0.252, 0.159, 0.075], [-0.079, -0.056, -0.060], [0.133, -0.024, -0.039], [-0.045, 0.023, 0.063], [-0.049, 0.020, 0.020], [0.002, 0.032, 0.022], [-0.026, 0.008, -0.081], [-0.175, 0.031, -0.186], [-0.077, 0.088, -0.220], [0.015, -0.152, 0.091], [0.007, 0.221, 0.125], [-0.029, -0.013, -0.178], [0.023, -0.027, 0.040], [0.019, -0.057, 0.039], [-0.077, 0.150, -0.156], [0.059, -0.207, 0.059], [0.016, 0.103, 0.185], [-0.030, -0.004, -0.099], [-0.013, -0.067, 0.071], [-0.119, 0.091, 0.044], [0.059, 0.076, 0.022], [-0.001, -0.101, -0.125], [-0.001, 0.008, 0.011], [-0.010, 0.006, -0.010], [-0.008, 0.006, 0.020], [-0.124, 0.056, -0.004], [0.074, 0.014, 0.012], [0.003, 0.008, 0.005]],
  "total_charge": 1,
  "homo_lumo_gap_ev": 4.1
}


[2]
{
  "formula": "C12H17FeN2O4",
  "method": "wB97M-V/def2-TZVPD",
  "symbols": ["C", "O", "C", "C", "C", "C", "C", "C", "Fe", "C", "O", "C", "O", "C", "O", "H", "H", "H", "H", "H", "H", "H", "H", "H", "C", "N", "C", "N", "H", "H", "H", "H", "H", "H", "H", "H"],
  "coordinates": [[-2.991, 1.802, 0.795], [-1.642, 2.281, 0.899], [-0.540, 1.463, 0.957], [0.169, 1.059, -0.223], [0.750, -0.322, -0.142], [1.556, -0.532, 1.066], [1.294, 0.368, 2.106], [0.166, 1.227, 2.144], [1.563, 2.155, 0.758], [2.618, 2.064, -0.627], [3.384, 2.190, -1.513], [2.884, 2.802, 1.751], [3.764, 3.449, 2.155], [0.968, 3.729, 0.343], [0.779, 4.850, 0.052], [-3.592, 2.696, 0.611], [-3.098, 1.097, -0.042], [-3.299, 1.334, 1.739], [-0.230, 1.407, -1.183], [-0.097, -1.032, -0.017], [1.248, -0.597, -1.100], [2.516, -1.053, 0.995], [1.891, 0.356, 3.015], [-0.187, 1.677, 3.066], [-0.059, -3.934, -1.440], [-0.503, -2.566, -1.198], [-1.901, -2.570, -0.765], [-0.478, -1.914, -2.480], [-0.216, -4.538, -0.543], [-0.656, -4.357, -2.257], [0.994, -3.949, -1.735], [-2.018, -3.269, 0.068], [-2.234, -1.567, -0.467], [-2.532, -2.911, -1.597], [-0.743, -0.936, -2.353], [0.471, -1.962, -2.838]],
  "forces_ev_per_a": [[0.102, -0.451, -0.036], [1.568, 0.304, 0.343], [-0.654, 0.395, -1.496], [-4.057, -1.522, -0.884], [1.018, 0.287, -0.944], [1.015, 1.539, 0.238], [0.058, -0.950, 1.211], [-1.640, -1.429, 1.497], [-1.256, -2.456, 1.810], [5.979, 0.808, -6.924], [-3.195, -0.661, 3.486], [6.214, 3.075, 3.877], [-2.794, -1.905, -1.348], [-1.947, 9.086, -2.655], [0.521, -4.636, 1.209], [0.134, -0.250, 0.023], [0.020, 0.182, 0.213], [0.061, 0.067, -0.261], [0.043, -0.284, 0.320], [-0.079, -0.487, -0.473], [-0.243, 0.056, 0.881], [-0.610, -0.229, 0.410], [0.000, -0.204, -0.212], [0.199, -0.064, -0.047], [-0.086, -0.229, -0.027], [-0.467, -0.038, -0.160], [-0.226, -0.286, -0.163], [-0.170, 0.108, 0.001], [0.205, 0.151, -0.087], [0.082, -0.107, 0.023], [-0.113, 0.002, 0.152], [0.048, 0.287, -0.027], [0.153, -0.169, -0.024], [-0.053, 0.045, 0.126], [0.173, -0.181, -0.059], [-0.002, 0.147, 0.007]],
  "total_charge": 1,
  "s_squared": 6.101,
  "homo_lumo_gap_ev": [6.7, 4.9],
  "multiplicity": 5
}


[3]
{
  "formula": "CH3ClN2O2",
  "method": "wB97M-V/def2-TZVPD",
  "symbols": ["C", "N", "N", "O", "O", "Cl", "H", "H", "H"],
  "coordinates": [[0.149, 1.099, 0.163], [2.286, -0.366, 0.348], [2.642, 0.670, -0.089], [1.272, 1.653, 0.533], [3.470, 1.135, -0.783], [3.523, -1.775, 0.120], [0.519, 0.410, -0.651], [-0.763, 0.524, 0.670], [-0.358, 1.846, -0.434]],
  "forces_ev_per_a": [[-3.863, -2.747, -4.035], [0.544, -4.671, 1.974], [-0.719, 2.158, -0.493], [4.487, 1.006, 1.810], [0.234, 1.024, 0.205], [-1.193, 1.710, -0.189], [-1.616, 0.029, 0.395], [2.703, 0.967, 0.587], [-0.576, 0.522, -0.254]],
  "total_charge": 0,
  "homo_lumo_gap_ev": [8.3, 8.3]
}


[4]
{
  "formula": "H26O13",
  "method": "wB97M-V/def2-TZVPD",
  "symbols": ["H", "H", "H", "H", "H", "H", "H", "H", "H", "H", "H", "H", "H", "H", "H", "H", "H", "H", "H", "H", "H", "H", "H", "H", "H", "H", "O", "O", "O", "O", "O", "O", "O", "O", "O", "O", "O", "O", "O"],
  "coordinates": [[-0.048, -0.252, -0.046], [-0.244, -1.146, -1.259], [2.032, -1.528, -1.707], [1.830, -1.638, -0.205], [2.275, 3.297, 0.260], [3.330, 2.837, -0.732], [-2.787, -1.511, 0.264], [-3.595, -1.358, 1.543], [0.134, 1.932, -0.913], [-0.034, 3.442, -0.869], [-0.684, 0.196, 2.527], [-1.717, 1.214, 2.982], [-5.853, -2.580, -0.689], [-4.764, -2.207, -1.681], [-2.652, 0.352, -0.839], [-2.583, 1.056, -2.185], [1.872, -4.108, 0.510], [0.832, -4.437, 1.568], [2.321, 0.315, 1.012], [0.928, 0.776, 1.411], [3.841, -0.165, 0.402], [4.858, -0.413, 1.504], [3.926, -1.008, -2.273], [4.572, 0.217, -1.648], [-3.980, 2.960, -0.531], [-2.468, 3.086, -0.435], [-0.718, -0.546, -0.673], [1.785, -2.154, -1.018], [3.019, 3.618, -0.262], [-3.344, -0.885, 0.741], [-0.393, 2.626, -0.502], [-0.931, 0.743, 3.281], [-4.932, -2.299, -0.736], [-2.087, 0.459, -1.613], [0.922, -4.096, 0.671], [1.488, 0.628, 0.641], [3.996, -0.704, 1.187], [4.312, -0.689, -1.450], [-3.284, 3.382, -0.015]],
  "forces_ev_per_a": [[0.214, -0.408, -0.094], [0.028, -0.199, 0.213], [-0.048, -0.060, 0.220], [-0.047, -0.081, 0.051], [-0.056, -0.072, 0.053], [-0.094, 0.135, 0.061], [0.075, 0.048, -0.063], [-0.098, 0.116, -0.168], [-0.305, -0.269, -0.004], [-0.008, 0.064, 0.072], [-0.380, -0.161, 0.111], [0.004, 0.009, -0.078], [0.060, -0.024, -0.007], [0.049, 0.027, 0.052], [0.044, -0.069, 0.194], [-0.511, 0.213, -0.211], [-0.081, 0.090, -0.182], [-0.053, -0.017, -0.070], [0.043, -0.166, 0.463], [0.040, 0.393, 0.123], [0.486, -0.546, -0.373], [-0.081, -0.075, 0.114], [0.164, -0.104, 0.026], [0.193, -0.035, -0.222], [0.023, 0.066, 0.142], [0.322, -0.188, 0.114], [2.955, -2.229, 2.304], [0.040, 0.054, -0.464], [0.030, -0.133, -0.094], [0.498, 0.305, 0.607], [0.214, 0.450, -0.041], [0.246, 0.007, -0.160], [-0.464, -0.371, -0.393], [-3.132, 2.378, -2.644], [0.053, -0.142, 0.388], [0.090, 0.103, 0.019], [-0.233, 0.436, 0.499], [-0.036, 0.453, -0.382], [-0.244, 0.002, -0.177]],
  "total_charge": 0,
  "homo_lumo_gap_ev": 9.0
}


[5]
{
  "formula": "C16H24FGaN2OP",
  "method": "wB97M-V/def2-TZVPD",
  "symbols": ["N", "P", "O", "Ga", "C", "C", "F", "C", "C", "C", "C", "N", "C", "C", "C", "C", "C", "C", "C", "C", "C", "C", "H", "H", "H", "H", "H", "H", "H", "H", "H", "H", "H", "H", "H", "H", "H", "H", "H", "H", "H", "H", "H", "H", "H", "H"],
  "coordinates": [[-2.866, 1.754, -3.157], [-2.865, 0.917, -1.562], [-3.954, -0.445, -1.582], [-0.615, 0.203, -1.266], [0.587, 1.753, -1.915], [0.892, 1.781, -3.524], [0.247, 0.705, -4.310], [-0.218, 0.001, 0.796], [-1.293, 0.804, 1.739], [-1.463, 0.174, 3.263], [-0.067, -0.381, 3.920], [0.998, 0.677, 4.145], [0.975, 1.813, 5.159], [2.370, 2.714, 5.061], [3.303, 2.046, 3.885], [2.338, 0.794, 3.441], [-0.267, -1.617, -2.219], [-1.440, -2.606, -2.826], [-0.995, -3.993, -3.599], [0.605, -4.368, -3.765], [1.807, -3.427, -3.156], [1.344, -2.036, -2.379], [-2.429, 2.685, -2.977], [-2.198, 1.224, -3.758], [-3.742, -1.118, -0.870], [0.118, 2.815, -1.638], [1.646, 1.625, -1.378], [0.614, 2.832, -4.011], [2.068, 1.667, -3.693], [-0.089, -1.115, 1.126], [0.844, 0.516, 0.971], [-2.399, 0.824, 1.289], [-1.021, 1.953, 1.912], [-2.185, -0.767, 3.163], [-2.020, 0.919, 3.991], [-0.352, -0.790, 5.005], [0.377, -1.300, 3.334], [0.067, 1.993, 5.910], [2.645, 3.683, 5.701], [4.373, 2.384, 3.500], [2.635, 0.009, 2.623], [-2.574, -2.333, -2.742], [-1.838, -4.672, -4.049], [0.882, -5.346, -4.349], [2.970, -3.645, -3.266], [2.183, -1.310, -1.941]],
  "forces_ev_per_a": [[1.048, -1.396, 0.098], [-0.322, 0.994, 0.938], [0.567, -0.487, 0.201], [0.152, -0.741, 0.316], [1.163, 1.156, -1.228], [1.338, 0.888, 0.285], [0.840, 1.929, 1.378], [0.686, 0.769, 1.174], [-0.663, 0.421, 1.017], [-0.145, -0.661, -0.599], [-0.962, -0.572, 1.203], [4.470, 3.963, 0.788], [3.367, 0.837, -1.457], [-1.657, -3.677, -2.295], [-6.119, -2.220, 2.169], [0.831, 2.100, 1.101], [1.532, -3.930, -2.155], [4.634, -1.525, -0.734], [2.869, 2.945, 1.648], [-0.915, 2.796, 1.632], [-4.293, 1.809, 0.663], [-2.515, -2.904, -1.791], [-0.651, -1.046, -0.028], [-0.623, 0.828, 0.237], [0.051, 1.447, -1.306], [1.097, -2.287, -0.386], [-2.300, 0.490, -1.039], [0.196, -2.467, 0.851], [-2.618, -0.062, 0.157], [-0.452, 1.947, -0.554], [-2.140, -1.138, -0.249], [2.455, -0.097, 0.816], [-0.304, -2.491, -0.691], [1.630, 1.782, 0.341], [1.340, -1.380, -1.411], [0.703, 0.831, -2.270], [-0.756, 2.213, 0.991], [2.258, -0.600, -2.059], [-0.946, -2.541, -1.534], [-2.793, -1.065, 0.869], [-0.949, 1.686, 1.830], [2.460, -0.447, -0.149], [1.996, 1.305, 0.896], [-0.573, 2.100, 1.284], [-2.899, 0.248, 0.118], [-2.087, -1.754, -1.065]],
  "total_charge": -1,
  "homo_lumo_gap_ev": 6.5
}


[6]
{
  "formula": "CH2F2O2",
  "method": "wB97M-V/def2-TZVPD",
  "symbols": ["O", "C", "F", "F", "O", "H", "H"],
  "coordinates": [[-3.997, -0.894, 0.811], [-3.579, -0.105, 0.078], [-2.783, -0.286, -0.958], [-3.719, 1.229, 0.167], [-0.056, -0.011, -0.013], [-0.183, 0.730, 0.488], [-0.974, -0.075, -0.506]],
  "forces_ev_per_a": [[-0.457, -0.714, 0.282], [0.639, 2.099, -0.092], [-0.273, -0.537, -0.322], [-0.232, -0.901, 0.086], [-2.626, -3.091, -3.546], [-0.199, 3.143, 2.234], [3.149, 0.001, 1.358]],
  "smiles": "O=C(F)F.O",
  "total_charge": 0,
  "homo_lumo_gap_ev": 12.0
}


Q: What is the formula in the fourth record?
A: H26O13